{
  "formula": "C15H11FeI2N4OSSe",
  "method": "ωB97M-V/def2-TZVPD",
  "symbols": ["Fe", "I", "C", "C", "C", "I", "C", "O", "C", "C", "N", "C", "C", "C", "C", "C", "C", "N", "C", "H", "H", "H", "H", "H", "H", "H", "H", "H", "H", "H", "Se", "C", "N", "S", "C", "N"],
  "xyz": [[0.4409, 0.6598, -0.5177], [5.5447, 0.9235, 5.1604], [4.3614, 1.0767, 3.4501], [4.9590, 1.1959, 2.2044], [4.1675, 1.2940, 1.0715], [5.0477, 1.4660, -0.8028], [2.7714, 1.2798, 1.1612], [2.0224, 1.4040, 0.0727], [2.1869, 1.1553, 2.4310], [0.6893, 1.1230, 2.5353], [0.1524, 0.0729, 1.6507], [-1.2661, -0.2138, 1.8368], [-2.0901, 0.8467, 1.1552], [-3.3530, 1.1968, 1.5960], [-4.0634, 2.1604, 0.8994], [-3.4834, 2.7494, -0.2117], [-2.2170, 2.3490, -0.5913], [-1.5316, 1.4127, 0.0771], [2.9810, 1.0503, 3.5628], [6.0355, 1.2101, 2.1094], [0.3932, 0.9452, 3.5742], [0.2539, 2.0770, 2.2222], [0.6907, -0.7794, 1.7731], [-1.4763, -1.1791, 1.3701], [-1.5429, -0.2823, 2.8935], [-3.7668, 0.7197, 2.4740], [-5.0535, 2.4507, 1.2247], [-3.9944, 3.5092, -0.7845], [-1.7322, 2.7801, -1.4551], [2.5162, 0.9509, 4.5357], [-0.5587, 3.2953, -4.4417], [-0.0406, 2.2579, -3.1316], [0.2565, 1.5662, -2.2292], [0.0793, -3.9475, -1.2972], [0.2011, -2.3819, -1.0618], [0.2786, -1.2167, -0.8648]],
  "nbo_charge": [1.862, 0.153, -0.174, -0.250, -0.218, 0.187, 0.366, -0.819, -0.126, -0.237, -0.654, -0.265, 0.233, -0.245, -0.121, -0.248, 0.086, -0.559, -0.215, 0.240, 0.196, 0.212, 0.408, 0.249, 0.203, 0.231, 0.230, 0.241, 0.241, 0.222, -0.112, 0.181, -0.798, -0.081, 0.216, -0.837],
  "lumo_energy_ev": [-0.55, -1.77],
  "multiplicity": 6,
  "orbital_gap_ev": [7.78, 6.44],
  "largest_force_ev_per_a": 0.19,
  "homo_energy_ev": [-8.335, -8.211],
  "s_squared": 8.769
}

---

{
  "formula": "C5H12ClNO",
  "method": "ωB97M-V/def2-TZVPD",
  "symbols": ["C", "C", "C", "C", "C", "H", "H", "H", "H", "H", "H", "H", "H", "H", "H", "H", "H", "N", "O", "Cl"],
  "xyz": [[-2.1214, 0.2817, -0.3697], [-0.7119, -0.0724, -1.0262], [0.6213, 0.3682, -0.1444], [0.4426, 1.7949, 0.2135], [1.1891, -0.4464, 1.0504], [-2.9001, -0.3195, -0.8286], [-2.0099, 0.1624, 0.9217], [-2.4317, 1.4814, -0.5490], [-0.3580, 0.4168, -2.0148], [-0.8467, -2.0101, -0.5875], [0.4005, 2.4441, -0.7303], [1.3294, 2.3424, 0.8267], [-0.3154, 1.8711, 1.0163], [2.3603, -0.1646, 1.1942], [0.6884, -0.4499, 2.1289], [1.5086, -2.3787, 1.5165], [1.0175, -2.0613, -0.6258], [0.6758, -1.8266, 0.7209], [-0.7551, -1.4291, -1.3918], [2.2168, -0.0044, -1.3211]],
  "nbo_charge": [-0.644, 0.052, 0.138, -0.708, -0.322, 0.237, 0.214, 0.223, 0.217, 0.502, 0.239, 0.229, 0.250, 0.221, 0.215, 0.362, 0.398, -0.907, -0.732, -0.184],
  "lumo_energy_ev": 0.70,
  "multiplicity": 1,
  "orbital_gap_ev": 10.27,
  "largest_force_ev_per_a": 6.78,
  "homo_energy_ev": -9.563
}

---

{
  "formula": "C27H35GeN4O6S3SeW",
  "method": "ωB97M-V/def2-TZVPD",
  "symbols": ["W", "C", "S", "C", "S", "N", "N", "C", "C", "C", "C", "C", "C", "N", "H", "H", "H", "H", "H", "H", "H", "H", "C", "O", "C", "C", "C", "C", "C", "C", "N", "C", "C", "C", "C", "C", "C", "C", "O", "H", "H", "H", "H", "H", "H", "H", "H", "H", "H", "H", "H", "H", "O", "S", "O", "O", "O", "C", "Ge", "C", "C", "C", "Se", "C", "H", "H", "H", "H", "H", "H", "H", "H", "H", "H", "H", "H", "H", "H"],
  "xyz": [[0.2475, -0.2647, 0.6233], [2.3840, -2.9376, 4.8555], [3.3487, -1.5371, 4.2574], [2.3961, -0.9487, 2.9351], [0.9486, -1.7327, 2.4387], [2.9003, 0.1060, 2.3532], [2.1332, 0.5668, 1.3229], [2.5920, 1.6223, 0.7371], [1.7525, 2.2428, -0.2610], [2.1255, 3.3755, -0.9636], [1.2224, 3.9338, -1.8551], [-0.0141, 3.3345, -2.0187], [-0.3181, 2.1927, -1.2940], [0.5410, 1.6628, -0.4201], [2.9513, -3.3307, 5.6967], [2.2927, -3.7048, 4.0909], [1.4028, -2.6177, 5.1961], [3.5400, 2.0416, 1.0509], [3.1024, 3.8074, -0.7957], [1.4790, 4.8275, -2.4080], [-0.7512, 3.7419, -2.6959], [-1.2628, 1.6802, -1.4023], [1.0351, -4.1038, -2.2490], [1.1203, -2.9282, -3.0555], [0.0148, -2.1671, -3.1539], [-1.2655, -2.5725, -2.7917], [-2.3541, -1.7538, -3.0397], [-2.1958, -0.5215, -3.6602], [-0.9227, -0.0965, -3.9916], [0.1769, -0.8935, -3.7063], [1.4544, -0.4153, -4.1211], [2.6739, -0.5208, -3.6460], [3.2312, -1.0308, -2.4547], [4.6235, -1.3189, -2.5454], [5.2948, -1.9520, -1.5428], [4.5804, -2.3263, -0.3903], [3.2522, -2.0196, -0.2426], [2.5443, -1.3113, -1.2367], [1.3156, -0.9201, -1.0649], [2.0474, -4.4922, -2.1845], [0.3892, -4.8499, -2.7138], [0.6638, -3.8533, -1.2529], [-1.4202, -3.5267, -2.3117], [-3.3372, -2.0893, -2.7399], [-3.0541, 0.1005, -3.8745], [-0.7661, 0.8650, -4.4684], [1.4118, 0.0532, -5.0162], [3.4098, -0.1610, -4.3588], [5.1431, -1.0599, -3.4605], [6.3457, -2.1827, -1.6398], [5.0882, -2.8584, 0.4045], [2.7130, -2.3083, 0.6477], [-2.6278, -1.1007, 1.6897], [-2.1797, -1.3696, 0.3459], [-0.7857, -2.0460, 0.4137], [-1.6454, -0.0365, -0.2564], [-3.0698, -2.0518, -0.5273], [-5.1239, 0.8807, 0.8897], [-4.1929, 1.7164, 2.3826], [-4.1739, 0.6443, 4.0058], [-5.0046, 3.4659, 2.7237], [-2.3192, 2.2155, 1.8680], [-0.8874, 1.1690, 2.6739], [0.3616, 2.6322, 2.9666], [-6.1937, 1.0691, 0.9862], [-4.9559, -0.1923, 0.8694], [-4.7908, 1.3045, -0.0593], [-5.1923, 0.5267, 4.3771], [-3.5813, 1.1244, 4.7854], [-3.7602, -0.3396, 3.7960], [-6.0692, 3.3558, 2.9311], [-4.8970, 4.1172, 1.8548], [-4.5408, 3.9549, 3.5814], [-2.1524, 3.2331, 2.2238], [-2.1934, 2.1922, 0.7879], [-0.0832, 3.2957, 3.7038], [0.5452, 3.1755, 2.0420], [1.2864, 2.2169, 3.3621]],
  "lowdin_spin": [1.581, 0.000, -0.002, 0.005, 0.020, 0.006, -0.015, 0.094, 0.013, 0.015, 0.011, 0.015, 0.011, 0.013, 0.000, 0.000, 0.000, 0.003, 0.000, 0.000, 0.001, 0.000, 0.000, 0.001, 0.000, 0.000, 0.002, 0.000, 0.001, 0.000, 0.006, 0.006, 0.004, 0.001, 0.005, 0.000, 0.007, 0.006, 0.061, 0.000, 0.000, 0.000, 0.000, 0.000, 0.000, 0.000, 0.000, 0.000, 0.000, 0.000, 0.000, 0.001, 0.015, 0.012, 0.035, 0.046, 0.000, 0.000, 0.000, 0.000, 0.000, 0.003, 0.010, 0.004, 0.000, 0.000, 0.000, 0.000, 0.000, 0.000, 0.000, 0.000, 0.000, 0.000, 0.000, -0.001, 0.000, 0.000],
  "charge": 1,
  "lumo_energy_ev": [-4.02, -4.26],
  "multiplicity": 3,
  "orbital_gap_ev": [6.32, 6.75],
  "largest_force_ev_per_a": 0.52,
  "homo_energy_ev": [-10.340, -11.004],
  "s_squared": 2.027
}